C27H55N6O3PS3V as an isolated structure. Source: OMol25; level of theory: ωB97M-V/def2-TZVPD.

The geometry in XYZ format:
```
96
Properties=species:S:1:pos:R:3
V -1.2142 -0.7480 -0.2814
N -3.2462 -0.1015 -0.4977
C -3.8134 0.4438 -1.7697
C -3.4356 -0.4444 -2.9590
C -1.9290 -0.5625 -2.9538
O -1.1772 0.1249 -3.5945
O -1.5195 -1.4176 -2.0082
H -3.6485 -1.0337 -0.3671
H -3.5639 0.4491 0.2960
H -3.4321 1.4539 -1.9109
H -4.8987 0.5042 -1.6842
H -3.7738 0.0318 -3.8776
H -3.8922 -1.4296 -2.8662
N 0.1653 0.1716 -0.4601
P 1.2897 1.1146 -1.2547
N 0.5467 2.5326 -1.5446
C 1.3096 3.7454 -1.9283
C 0.6371 4.9723 -1.3358
C -0.7463 5.1789 -1.9685
C -1.3696 3.8324 -2.3647
C -0.9126 2.7219 -1.4324
N 1.8141 0.2729 -2.5384
C 1.8031 -1.2030 -2.5741
C 3.0439 -1.7367 -3.2751
C 3.1784 -1.1385 -4.6702
C 3.1761 0.3835 -4.5912
C 1.9312 0.8906 -3.8789
N 2.5791 1.4638 -0.3246
C 2.4035 2.3318 0.8629
C 3.3990 1.9597 1.9530
C 4.8451 2.1102 1.4732
C 4.9846 1.6809 0.0040
C 3.8646 0.7415 -0.4124
H 1.3430 3.8357 -3.0169
H 2.3370 3.6344 -1.5793
H 1.2712 5.8447 -1.4914
H 0.5525 4.8367 -0.2542
H -0.6620 5.8105 -2.8531
H -1.3949 5.7090 -1.2705
H -1.0907 3.5585 -3.3847
H -2.4595 3.8886 -2.3468
H -1.4046 1.7911 -1.7003
H -1.1751 2.9673 -0.3961
H 0.8976 -1.5266 -3.0950
H 1.7519 -1.5845 -1.5521
H 2.9755 -2.8249 -3.3215
H 3.9321 -1.4983 -2.6822
H 2.3416 -1.4726 -5.2917
H 4.0887 -1.4952 -5.1519
H 3.2114 0.8257 -5.5880
H 4.0671 0.7289 -4.0572
H 1.0296 0.6460 -4.4474
H 1.9755 1.9694 -3.7731
H 1.3749 2.2433 1.2244
H 2.5498 3.3796 0.5805
H 3.2256 0.9237 2.2577
H 3.2141 2.5823 2.8291
H 5.4965 1.5098 2.1090
H 5.1707 3.1442 1.5906
H 5.9456 1.1983 -0.1730
H 4.9508 2.5523 -0.6543
H 3.8475 -0.1581 0.2140
H 3.9976 0.4213 -1.4425
S -2.1856 -3.3450 0.1804
C -3.5315 -3.5674 1.1490
N -4.0730 -4.7495 1.3820
C -5.2137 -4.8402 2.2896
C -5.7752 -3.4205 2.4316
S -4.4292 -2.2968 1.9397
H -3.6305 -5.5735 0.9985
H -4.8895 -5.2431 3.2498
H -5.9595 -5.5105 1.8670
H -6.0541 -3.2056 3.4589
H -6.6349 -3.2530 1.7881
C -2.7017 -2.6854 5.5215
C -1.7582 -2.1871 4.4331
C -1.8879 -0.6805 4.2720
S -0.9583 0.0863 2.9484
O -1.5163 -0.6046 1.7018
C 0.6954 -0.5962 3.2246
C 1.0073 -1.8767 2.4593
C 2.3302 -2.4664 2.9342
H -2.6149 -3.7639 5.6436
H -3.7420 -2.4544 5.2790
H -2.4750 -2.2259 6.4840
H -1.9830 -2.6708 3.4799
H -0.7294 -2.4464 4.6916
H -1.5666 -0.1342 5.1654
H -2.9203 -0.3797 4.0730
H 0.7695 -0.7425 4.3045
H 1.3873 0.2002 2.9582
H 1.0651 -1.6406 1.3944
H 0.2014 -2.6023 2.5811
H 3.1414 -1.7371 2.8684
H 2.6090 -3.3280 2.3292
H 2.2646 -2.7967 3.9717
```

Its gap between HOMO and LUMO (alpha / beta) is 7.52 / 8.05 eV. The spin multiplicity is 2. Its total charge is +2. For the HOMO energy (alpha / beta), the calculation gives -13.75 / -13.77 eV. The calculation puts the strongest force on any atom at 0.014 hartree/bohr. The energy relative to the best compared isomer or geometry (same formula, charge and spin) is 24.1 kcal per mole. Its expectation value of S² is 0.784.

Atomic partial charges in e from the Löwdin method, atoms 1 to 8: number 1, V, carries 0.84; number 2, N, carries -0.02; number 3, C, carries -0.17; number 4, C, carries -0.06; number 5, C, carries -0.57; number 6, O, carries 0.11; number 7, O, carries -0.24; number 8, H, carries 0.04